[1]
# C2HCl2N2O

An isolated ion of composition C2HCl2N2O and charge +1 in a non-equilibrium geometry (the ωB97M-V functional and the def2-TZVPD basis, the Open Molecules 2025 dataset).

Geometry as XYZ:
```
8
Properties=species:S:1:pos:R:3
N -2.2794 2.4127 -1.7938
N -1.4119 1.7533 -1.5383
C -0.1786 0.9109 -1.2858
O 0.7037 1.1985 -1.9803
C -0.4709 -0.1665 -0.2605
Cl -0.5622 -1.6245 -1.2064
Cl -2.0776 0.2031 0.5090
H 0.1352 -0.0550 0.5791
```

Output
Spin multiplicity = 1
Energy relative to the best compared isomer or geometry (same formula, charge and spin) = 33.27 kcal/mol
Net charge = +1
SMILES string = N#[N+]C(=O)C(Cl)Cl
E_HOMO = -16.378 eV
Kohn-Sham gap = 8.94 eV

=====

[2]
# CH2InLiO

CH2InLiO as an isolated structure in a non-equilibrium geometry (the ωB97M-V functional and the def2-TZVPD basis, the Open Molecules 2025 dataset).

Geometry as XYZ:
```
6
Properties=species:S:1:pos:R:3
H -0.0142 -0.3349 0.1034
O -1.0246 1.4360 -1.2372
C -0.4700 1.1287 -0.2407
Li 1.7912 -1.9049 -0.1026
In -0.3158 -2.0653 0.9858
H 0.0334 1.7404 0.4913
```

Output
Spin multiplicity = 1
Energy relative to the best compared isomer or geometry (same formula, charge and spin) = 0.00 kcal/mol
Net charge = +2
E_HOMO = -19.194 eV
Kohn-Sham gap = 8.05 eV

=====

[3]
# C30H31Cl2O5OsSb

C30H31Cl2O5OsSb as an isolated structure in a non-equilibrium geometry (the ωB97M-V functional and the def2-TZVPD basis, the Open Molecules 2025 dataset).

Geometry as XYZ:
```
70
Properties=species:S:1:pos:R:3
Os 9.4025 11.3898 13.1606
O 5.4548 11.4053 12.3984
C 6.3723 11.3833 13.1484
O 7.6840 11.6688 12.6336
C 6.3196 10.9947 14.6258
C 7.0043 9.5908 14.6884
C 6.6053 8.8449 15.9989
C 7.5293 9.6134 17.0403
C 8.1114 10.7078 16.1617
O 8.4570 9.9405 14.8508
C 7.2675 11.7998 15.6293
C 7.9814 12.9529 14.8779
O 7.4432 13.9049 14.4092
O 9.3896 12.6664 14.6280
H 5.2314 11.0197 14.8290
H 6.8901 9.0403 13.7786
H 5.6167 9.2205 16.1362
H 6.6889 7.7609 15.8668
H 6.8500 10.0033 17.8057
H 8.2682 9.0596 17.4627
H 9.0752 11.0466 16.4966
H 6.7108 12.2439 16.4453
Cl 11.5938 10.7279 14.0962
C 12.3629 12.2307 14.7671
Cl 13.3302 11.6462 16.1251
H 11.5260 12.8148 15.0909
H 13.0092 12.6354 13.9849
C 7.1012 10.5025 9.7168
C 7.5230 11.8613 9.2651
C 6.5840 12.6866 8.6256
C 6.8837 13.8909 8.0359
C 8.1852 14.4048 8.2004
C 9.1520 13.6240 8.9079
C 8.7839 12.3978 9.4599
Sb 10.1652 11.1839 10.5426
C 11.9181 12.4225 10.5157
C 11.7254 13.7585 10.7424
C 12.8042 14.6445 10.8104
C 14.0511 14.1779 10.5914
C 14.2613 12.8405 10.2619
C 13.1925 11.9216 10.2645
C 13.4194 10.4712 10.0622
C 10.3798 9.2295 9.9093
C 10.3145 8.2387 10.8764
C 10.1528 6.9210 10.4595
C 10.1289 6.6094 9.1402
C 10.3078 7.5875 8.1739
C 10.4531 8.9497 8.5154
C 10.8519 9.9823 7.4243
H 7.5933 10.3014 10.7368
H 7.3419 9.7229 9.0095
H 6.0625 10.5471 9.9086
H 5.6206 12.1081 8.4443
H 6.1419 14.4612 7.4443
H 8.4976 15.3106 7.7515
H 10.1124 14.0198 8.9966
H 10.7112 14.1495 10.8646
H 12.7183 15.7135 10.9593
H 14.8277 14.9158 10.5577
H 15.2932 12.6393 9.9983
H 14.3396 10.3083 9.5370
H 12.6257 10.0681 9.4663
H 13.5357 10.0737 11.0508
H 10.2170 8.5007 11.8862
H 10.1727 6.1717 11.2871
H 9.9884 5.5861 8.7339
H 10.4186 7.2511 7.1947
H 10.0998 10.0499 6.4813
H 11.8255 9.7381 7.0187
H 10.9446 10.9948 7.8492
```

Output
Spin multiplicity = 5
Energy relative to the best compared isomer or geometry (same formula, charge and spin) = 9.56 kcal/mol
Net charge = +2
E_HOMO (alpha / beta) = -14.152 / -14.150 eV
Kohn-Sham gap (alpha / beta) = 7.24 / 5.42 eV

=====

[4]
# C25H47ClILaNO3Si2

C25H47ClILaNO3Si2 as an isolated structure in a non-equilibrium geometry (the ωB97M-V functional and the def2-TZVPD basis, the Open Molecules 2025 dataset).

Geometry as XYZ:
```
81
Properties=species:S:1:pos:R:3
O -0.0296 1.1390 0.8568
O 2.5756 3.0030 -1.8345
C -1.1716 2.1070 0.6777
C -2.0222 2.1814 1.9246
H -1.7127 1.7058 -0.1821
H -0.7403 3.0769 0.4104
H -2.2833 1.1961 2.3099
H -2.9461 2.7194 1.6954
H -1.5094 2.7308 2.7136
C 0.7362 1.2618 2.1502
C 1.3426 2.6281 2.3297
H 1.5090 0.4758 2.0589
H 0.0368 1.0041 2.9557
H 1.9696 2.9350 1.4844
H 1.9858 2.5832 3.2159
H 0.5740 3.3755 2.5380
C 3.9501 2.6506 -2.1139
C 2.2931 4.4033 -1.9097
C 4.7873 2.5125 -0.8592
H 4.3899 3.4149 -2.7833
H 3.9350 1.6937 -2.6626
H 4.8529 3.4735 -0.3424
H 5.7930 2.1952 -1.1446
H 4.3542 1.7714 -0.1836
C 3.1851 5.2742 -1.0448
H 1.2405 4.5193 -1.6154
H 2.3782 4.7242 -2.9640
H 3.2241 4.9306 -0.0097
H 2.7930 6.2933 -1.0430
H 4.1994 5.3020 -1.4490
H 0.7271 1.4879 -1.4006
La -0.1880 -1.2859 0.6769
C 0.8860 0.6261 -2.0913
Si 0.6734 1.2336 -3.8875
H 1.8775 0.1956 -1.9145
H 0.0708 -0.1104 -1.9408
C -0.5203 2.6603 -4.0577
C 0.0434 -0.1750 -4.9466
C 2.1667 1.7651 -4.8852
C -2.3740 -0.9327 -0.1069
Si -3.1554 -2.6256 -0.3217
H -2.4048 -0.2474 -0.9905
H -2.8694 -0.4216 0.7504
C -3.2461 -3.0689 -2.1311
C -4.9042 -2.5427 0.3152
C -2.2621 -3.9560 0.6980
H 1.7496 2.1377 -5.8324
H 2.7833 0.8845 -5.0981
H 2.7792 2.5474 -4.4285
H -1.5451 2.3788 -3.7842
H -0.5116 2.9309 -5.1211
H -0.2212 3.5393 -3.4785
H -0.6940 -0.7930 -4.4226
H 0.8882 -0.8042 -5.2558
H -0.4163 0.2645 -5.8418
H -5.3656 -1.6123 -0.0448
H -4.9203 -2.5385 1.4140
H -5.4855 -3.3987 -0.0603
H -2.3564 -3.7784 1.7832
H -1.1882 -4.0797 0.4561
H -2.7357 -4.9285 0.4992
H -3.9697 -3.8908 -2.2210
H -2.2830 -3.3863 -2.5495
H -3.6086 -2.2040 -2.7002
Cl -1.0158 -5.3966 6.6644
C -1.1313 -4.1621 5.4781
C -2.1792 -3.2416 5.5317
C -2.3025 -2.2396 4.5552
I -4.0239 -1.0452 4.4208
C -1.3028 -2.0955 3.5695
O -1.3316 -1.1379 2.6622
C -0.2724 -3.1069 3.4568
N 0.4822 -3.1061 2.3030
C 1.4050 -4.0825 2.1128
C 1.5781 -5.0953 3.0549
C 0.8078 -5.1425 4.2056
C -0.1682 -4.1556 4.4223
H -2.9078 -3.3382 6.3272
H 1.9948 -4.0184 1.1965
H 2.3268 -5.8540 2.8444
H 0.9312 -5.9347 4.9355
```

Output
Spin multiplicity = 1
Net charge = +1
E_HOMO = -10.324 eV
Kohn-Sham gap = 7.02 eV

=====

[5]
# H10O5

A 5-piece molecular cluster, H10O5 overall (the ωB97M-V functional and the def2-TZVPD basis, the Open Molecules 2025 dataset).

Geometry as XYZ:
```
15
Properties=species:S:1:pos:R:3
O 1.6267 -17.0507 -13.3115
H 0.9980 -16.6863 -13.9345
H 2.3631 -16.4395 -13.3285
O 0.2336 -14.7547 -15.3544
H 0.2699 -14.6875 -16.3085
H 0.9439 -14.1915 -15.0469
O -1.1721 -14.1107 -10.8368
H -0.8492 -13.3712 -11.3516
H -0.9219 -14.8833 -11.3435
O 1.3982 -20.1681 -11.7394
H 2.2933 -20.3791 -12.0050
H 1.1904 -19.3634 -12.2143
O 3.2090 -12.5157 -14.2578
H 3.8982 -11.9926 -14.6672
H 3.2222 -12.2522 -13.3377
```

Output
Spin multiplicity = 1
Energy relative to the best compared isomer or geometry (same formula, charge and spin) = 25.90 kcal/mol
Net charge = 0
SMILES string = O.O.O.O.O
E_HOMO = -11.028 eV
Kohn-Sham gap = 11.12 eV

=====

[6]
# C6H10N2O2

A 2-piece molecular cluster, C6H10N2O2 overall in a non-equilibrium geometry (the ωB97M-V functional and the def2-TZVPD basis, the Open Molecules 2025 dataset).

Geometry as XYZ:
```
20
Properties=species:S:1:pos:R:3
H -1.5518 -1.2265 -2.8565
N -1.0638 -1.6736 -2.0793
C -0.9210 -0.9328 -1.1092
O -1.3893 0.7466 -1.3512
C -0.8119 0.2522 -0.2565
C -1.5193 0.3510 1.0790
C 0.9565 0.5767 -0.0887
C 1.0672 1.9981 -0.6148
H -2.5973 0.3904 0.9121
H -1.2076 1.2758 1.5624
H -1.2772 -0.4907 1.7295
H 1.2245 0.5083 0.9658
H 1.5922 -0.0868 -0.6833
H 0.7871 2.0482 -1.6652
H 2.0935 2.3562 -0.5110
H 0.3976 2.6711 -0.0813
N 1.5266 -1.8914 1.7481
C 0.7569 -2.0685 0.8569
O -0.1500 -2.3207 0.1185
H 2.0869 -2.4834 2.3247
```

Output
Spin multiplicity = 1
Energy relative to the best compared isomer or geometry (same formula, charge and spin) = 111.21 kcal/mol
Net charge = 0
SMILES string = [H]/N=C1\O[C@]1(C)CC.N=C=O
E_HOMO = -8.770 eV
Kohn-Sham gap = 9.32 eV

=====

Which formula does entry 6 have?
C6H10N2O2